# 1
Density functional theory data (the ωB97M-V functional and the def2-TZVPD basis) for C7H10 in the gas phase.

The geometry in XYZ format:
```
17
Properties=species:S:1:pos:R:3:forces:R:3:nbo_charge:R:1
C -2.019 0.542 -0.118 -0.1 0.1 -0.1 -0.61
C -1.280 -0.767 -0.242 -0.3 0.0 0.0 -0.20
C -0.157 -0.942 0.679 0.0 0.3 0.1 -0.04
C 0.565 -0.111 1.433 0.0 -0.2 0.0 -0.17
C 1.776 0.302 0.610 0.2 -0.1 0.1 -0.44
C 1.212 0.277 -0.845 0.0 0.0 0.0 -0.40
C 0.185 -0.859 -0.753 0.1 -0.1 -0.1 -0.27
H -2.458 0.856 -1.068 -0.1 -0.1 0.1 0.21
H -2.811 0.456 0.634 0.0 0.0 -0.1 0.22
H -1.325 1.316 0.230 -0.2 -0.1 -0.1 0.21
H -1.876 -1.627 -0.548 0.1 0.1 0.0 0.22
H 0.308 0.300 2.405 0.0 0.0 -0.2 0.21
H 2.266 1.237 0.901 -0.2 -0.1 0.0 0.21
H 2.488 -0.514 0.756 0.5 0.2 -0.3 0.21
H 0.755 1.232 -1.148 0.1 -0.1 0.3 0.20
H 1.990 0.059 -1.585 -0.1 0.0 0.1 0.22
H 0.381 -1.756 -1.342 -0.1 0.1 0.2 0.22
```
Positions in Å, forces in eV/Å.

The calculation puts the molar mass at 94.16 g mol⁻¹. The value obtained for the energy above the lowest of the compared OMol25 structures with the same formula, charge and spin is 275.2 kJ/mol.


# 2
Density functional theory data (the ωB97M-V functional and the def2-TZVPD basis) for C7H10 in the gas phase.

The geometry in XYZ format:
```
17
Properties=species:S:1:pos:R:3:forces:R:3:nbo_charge:R:1
C -1.570 -2.171 -1.019 0.0 -0.1 0.0 -0.60
C -1.304 -1.157 0.090 0.1 0.1 -0.1 -0.58
C -0.072 -0.369 -0.065 -0.4 0.1 0.3 0.19
C -0.156 0.956 0.582 0.0 -0.1 0.0 -0.57
C 1.191 1.503 1.085 0.1 0.0 0.0 -0.47
C 2.187 1.565 0.013 0.3 0.1 -0.3 0.02
C 2.967 1.613 -0.902 -0.3 0.0 0.3 -0.25
H -1.881 -1.654 -1.933 0.0 -0.1 0.1 0.21
H -2.361 -2.877 -0.746 0.1 0.1 0.0 0.21
H -0.654 -2.724 -1.245 -0.1 0.1 0.0 0.22
H -2.216 -0.613 0.397 0.2 0.0 -0.1 0.19
H -0.965 -1.697 1.004 0.0 0.1 0.0 0.27
H -0.473 1.557 -0.295 0.0 -0.1 0.0 0.27
H -0.950 1.091 1.341 0.1 -0.1 -0.1 0.20
H 1.555 0.852 1.889 0.0 0.1 -0.1 0.23
H 1.053 2.497 1.525 0.0 -0.1 -0.1 0.23
H 3.651 1.628 -1.722 -0.1 0.0 0.2 0.24
```
Positions in Å, forces in eV/Å.

The calculation puts the molar mass at 94.16 g mol⁻¹. The value obtained for the energy above the lowest of the compared OMol25 structures with the same formula, charge and spin is 505.1 kJ/mol.


# 3
Density functional theory data (the ωB97M-V functional and the def2-TZVPD basis) for C7H10 in the gas phase.

The geometry in XYZ format:
```
17
Properties=species:S:1:pos:R:3:forces:R:3:nbo_charge:R:1
C -1.810 0.388 -0.021 0.0 0.1 0.0 -0.60
C -0.798 -0.715 -0.444 0.1 0.0 -0.3 -0.39
C -0.077 -0.066 -1.581 0.0 0.1 0.6 0.22
C 1.146 0.666 -1.110 -0.2 0.1 -0.1 -0.66
C 1.434 0.838 0.367 -0.2 -0.2 0.0 -0.21
C 0.953 -0.058 1.229 0.1 0.1 -0.2 -0.18
C 0.129 -1.199 0.687 0.0 0.0 0.0 -0.46
H -2.444 0.676 -0.865 0.1 -0.1 0.1 0.23
H -2.455 -0.005 0.773 0.2 0.0 -0.1 0.22
H -1.311 1.284 0.362 0.0 -0.2 -0.1 0.22
H -1.401 -1.555 -0.812 0.1 0.1 0.0 0.22
H 0.799 -1.940 0.225 -0.1 0.0 0.2 0.21
H 1.174 1.613 -1.666 0.2 -0.1 0.1 0.26
H 1.948 0.075 -1.605 -0.2 0.1 0.0 0.28
H 2.017 1.701 0.693 -0.1 -0.2 -0.1 0.21
H 1.128 0.023 2.300 0.0 0.0 -0.2 0.21
H -0.431 -1.725 1.469 0.1 0.2 -0.1 0.22
```
Positions in Å, forces in eV/Å.

The calculation puts the molar mass at 94.16 g mol⁻¹. The value obtained for the energy above the lowest of the compared OMol25 structures with the same formula, charge and spin is 366.6 kJ/mol.


# 4
Density functional theory data (the ωB97M-V functional and the def2-TZVPD basis) for C7H10 in the gas phase.

The geometry in XYZ format:
```
17
Properties=species:S:1:pos:R:3:forces:R:3:nbo_charge:R:1
C 1.022 -0.685 1.681 0.0 0.1 -0.1 -0.42
C 0.779 -0.369 0.411 0.3 -0.1 0.0 0.05
C 0.508 -1.434 -0.611 0.1 -0.1 -0.1 -0.65
C 0.768 1.034 -0.142 0.0 -0.1 0.0 -0.46
C -0.685 1.403 -0.487 0.1 0.2 0.1 -0.23
C -1.703 0.449 -1.040 -0.3 0.1 0.2 -0.21
C -1.763 0.655 0.234 -0.3 0.1 -0.1 -0.18
H 1.405 0.039 2.393 -0.3 0.1 0.0 0.20
H 0.886 -1.706 2.035 0.2 0.1 -0.1 0.19
H 1.455 -1.656 -1.113 -0.1 -0.1 0.0 0.22
H 0.113 -2.354 -0.170 0.1 0.1 0.0 0.22
H -0.193 -1.090 -1.371 0.2 -0.2 0.0 0.21
H 1.111 1.756 0.612 0.0 -0.2 -0.1 0.21
H 1.445 1.110 -1.007 -0.2 0.0 0.1 0.21
H -0.846 2.461 -0.711 0.2 -0.1 0.1 0.18
H -2.122 -0.029 -1.911 0.2 0.0 0.1 0.23
H -2.178 0.415 1.196 -0.1 0.1 -0.1 0.23
```
Positions in Å, forces in eV/Å.

The calculation puts the molar mass at 94.16 g mol⁻¹. The value obtained for the energy above the lowest of the compared OMol25 structures with the same formula, charge and spin is 313.5 kJ/mol.


# 5
Density functional theory data (the ωB97M-V functional and the def2-TZVPD basis) for C7H10 in the gas phase.

The geometry in XYZ format:
```
17
Properties=species:S:1:pos:R:3:forces:R:3:nbo_charge:R:1
C 2.089 0.676 -2.741 -1.9 0.2 -0.8 -0.37
C 0.939 -0.037 -2.521 2.2 0.4 0.9 -0.22
C 0.927 -0.380 -1.040 -0.6 -1.8 -1.7 -0.22
C -0.032 0.066 -0.277 -2.7 2.2 1.0 -0.21
C -0.532 -0.393 1.043 0.0 1.7 -1.2 -0.22
C -1.304 0.386 1.837 0.5 -3.3 1.0 -0.17
C -1.797 -0.324 3.129 0.4 1.6 0.5 -0.65
H 2.794 0.814 -1.934 -0.2 -0.2 0.4 0.19
H 2.345 1.372 -3.534 -0.3 -0.7 -0.8 0.20
H 0.097 -0.472 -3.177 1.6 1.4 0.9 0.23
H 1.573 -1.187 -0.710 0.1 0.0 0.1 0.20
H -0.708 0.906 -0.644 1.0 -1.0 0.0 0.19
H -0.353 -1.455 1.148 0.0 0.0 1.0 0.20
H -1.638 1.416 1.691 0.5 -0.4 -0.4 0.21
H -2.315 0.421 3.710 -0.3 0.4 0.4 0.21
H -2.515 -1.113 3.040 -0.3 -0.6 -0.7 0.22
H -1.017 -0.680 3.825 0.1 0.1 -0.7 0.22
```
Positions in Å, forces in eV/Å.

The calculation puts the molar mass at 94.16 g mol⁻¹. The value obtained for the energy above the lowest of the compared OMol25 structures with the same formula, charge and spin is 304.9 kJ/mol.


# 6
Density functional theory data (the ωB97M-V functional and the def2-TZVPD basis) for C7H10 in the gas phase.

The geometry in XYZ format:
```
17
Properties=species:S:1:pos:R:3:forces:R:3:nbo_charge:R:1
C -1.765 0.548 -0.104 0.1 0.0 0.0 -0.62
C -1.008 -0.767 -0.001 -0.1 0.0 0.0 -0.28
C 0.331 -0.914 -0.739 0.0 0.0 0.0 -0.34
C 1.211 0.331 -0.858 0.0 -0.1 0.0 -0.45
C 1.393 0.829 0.561 -0.1 -0.2 0.2 -0.21
C 0.746 0.115 1.496 0.2 0.2 -0.3 -0.28
C -0.038 -1.097 1.109 -0.1 0.2 -0.2 -0.11
H -2.139 0.696 -1.126 0.1 0.0 0.2 0.21
H -2.633 0.532 0.567 0.2 0.0 -0.1 0.22
H -1.146 1.408 0.166 -0.1 -0.1 0.0 0.22
H -1.669 -1.608 -0.239 0.2 0.2 0.1 0.21
H 0.299 -1.616 -1.579 0.0 0.1 0.3 0.25
H 0.754 1.098 -1.505 0.1 -0.1 0.2 0.22
H 2.174 0.071 -1.323 -0.2 0.1 0.1 0.22
H 2.051 1.669 0.779 -0.2 -0.2 0.0 0.21
H 0.820 0.334 2.562 0.0 0.0 -0.3 0.23
H 0.856 -1.629 0.084 0.1 0.1 -0.1 0.30
```
Positions in Å, forces in eV/Å.

The calculation puts the molar mass at 94.16 g mol⁻¹. The value obtained for the energy above the lowest of the compared OMol25 structures with the same formula, charge and spin is 392.3 kJ/mol.


For reference, E_HOMO by record: -0.3042 -0.3040 -0.2976 -0.3367 -0.3100 -0.2850 Eh.
For reference, orbital gap by record: 9.42 8.62 8.44 10.31 9.51 8.78 eV.
For reference, lowest unoccupied orbital energy by record: 1.14 0.34 0.34 1.15 1.07 1.02 eV.